The following is a quantum chemistry calculation of a structure of composition C60H44F8O14V3 at a distorted geometry, from the Open Molecules 2025 dataset.

XYZ file:
```
129
Properties=species:S:1:pos:R:3
V 0.028 0.102 4.234
V 1.110 -1.682 -3.758
V 4.535 -1.127 -2.270
F 4.230 5.255 -1.926
F -4.042 2.192 3.703
F 1.487 0.546 -3.412
F -4.265 -3.588 1.181
F -1.938 -0.339 5.190
F 4.729 3.972 3.615
F 0.260 -2.560 4.199
F -4.531 3.381 -2.796
O 0.365 -1.160 -5.039
O 6.397 -1.365 -8.491
O -1.053 -0.684 2.567
O -0.488 -1.491 -1.984
O 2.286 -1.497 -1.568
O 3.279 -1.281 -4.147
O 1.335 -3.275 -3.806
O 0.693 -0.422 5.546
O 5.339 -1.790 -1.119
O 4.624 0.451 -2.117
O -0.416 1.648 4.443
O 1.506 0.145 2.713
O 3.621 -1.797 -8.721
O 5.945 -1.340 -3.867
C -3.488 -4.153 0.228
C -3.271 -0.236 -4.217
C -5.219 -1.017 6.620
C -5.135 -1.851 4.374
C -3.467 -0.042 -2.877
C 5.514 -1.312 -5.059
C 2.136 5.694 -0.974
C -1.564 -5.129 5.966
C -0.380 -0.728 1.497
C -0.259 2.173 -3.395
C 3.380 -1.582 -6.474
C -4.155 2.203 -3.328
C 6.629 2.587 3.393
C -3.895 2.025 -4.677
C -2.402 2.269 0.483
C 1.965 -0.601 0.517
C -3.922 -0.582 6.493
C 2.054 2.789 -3.690
C 4.880 0.449 2.864
C 1.040 5.225 -0.262
C -2.701 -5.262 0.499
C -2.217 3.644 0.299
C -0.680 -3.510 4.422
C 1.081 1.842 -3.530
C -1.719 -3.711 3.536
C 3.979 -1.421 -5.236
C 6.262 -1.261 -6.234
C 4.388 1.701 3.204
C -2.030 -5.923 -0.509
C -0.627 3.503 -3.567
C -0.622 -4.180 5.631
C 5.258 2.754 3.409
C 6.252 0.270 2.809
C -2.605 -5.352 5.056
C -3.834 -1.363 4.246
C -2.645 4.496 1.304
C 1.487 -1.088 -0.677
C 5.676 -1.459 -7.485
C 1.127 -0.290 1.610
C -2.892 -4.298 -2.082
C -3.281 4.030 2.438
C -3.036 1.779 1.621
C 7.114 1.308 3.126
C -3.479 0.787 -5.152
C 3.218 4.863 -1.117
C 1.688 4.110 -3.930
C -3.219 -0.777 5.309
C 0.355 4.452 -3.864
C 4.172 -1.606 -7.636
C -2.669 -4.681 3.842
C -4.000 1.161 -2.420
C -2.163 -5.431 -1.818
C 2.275 3.251 0.335
C 1.091 3.982 0.344
C 0.000 -1.312 -0.824
C -3.511 -3.614 -1.035
C 3.351 3.660 -0.439
C -5.858 -1.656 5.534
C -3.509 2.674 2.569
C -0.877 -1.130 0.243
H 6.641 -0.722 2.621
H -3.188 0.607 -6.176
H -1.665 3.760 -3.403
H -2.492 5.550 1.096
H -5.703 -0.965 7.585
H -1.500 -6.821 -0.231
H -1.716 -5.979 -2.639
H 0.080 5.496 -3.960
H 2.434 4.854 -4.169
H 3.335 1.952 3.220
H -2.698 -5.756 1.461
H -5.664 -2.136 3.472
H -2.945 -1.220 -4.531
H -2.795 -3.876 -3.074
H 0.285 3.623 0.968
H 4.300 3.143 -0.490
H -4.098 2.839 -5.363
H 2.312 -1.720 -6.547
H 3.102 2.516 -3.719
H -4.104 -2.723 -1.203
H -3.293 -1.452 3.312
H 2.172 6.613 -1.547
H 8.193 1.237 3.174
H -1.794 -3.190 2.591
H 4.204 -0.356 2.613
H -3.639 4.709 3.200
H -1.976 1.627 -0.279
H -3.330 -0.821 -2.139
H 7.339 3.362 3.643
H -3.461 -0.077 7.334
H -4.269 1.351 -1.389
H -3.406 -6.029 5.328
H -1.687 3.982 -0.580
H -6.859 -2.050 5.636
H -3.095 0.704 1.730
H 0.093 -3.911 6.399
H 3.026 -0.411 0.621
H -1.583 -5.570 6.951
H -1.944 -1.274 0.161
H 0.211 5.882 -0.028
H 7.310 -1.016 -6.149
H 2.371 2.280 0.807
H -0.994 1.383 -3.276
H -3.583 -4.809 3.282
```

energy = -190405.896 eV
energy above the lowest of the compared OMol25 structures with the same formula, charge and spin = 0.000 eV
HOMO energy = -5.3 eV
net charge = -1

---

The following is a quantum chemistry calculation of a structure of composition C60H45AsIrN8O2SSeSi at a distorted geometry, from the Open Molecules 2025 dataset.

XYZ file:
```
120
Properties=species:S:1:pos:R:3
Ir -1.291 1.619 0.695
Se -1.131 -0.742 0.576
As 2.360 -0.708 0.887
S -0.232 -0.571 -3.085
Si -2.363 -2.086 1.975
O 0.462 -1.213 -9.797
O -0.654 0.692 -9.711
N 0.327 1.941 -0.471
N -0.556 1.052 -2.542
N -1.964 1.865 3.999
N -4.573 1.351 0.058
N -0.256 2.121 2.318
N -2.381 1.382 -0.979
N 1.806 2.785 1.262
N -2.950 1.595 1.817
C 1.505 3.389 6.383
C -0.754 2.161 3.594
C 2.343 -1.818 -0.722
C 1.326 -3.510 -2.115
C -4.151 -2.151 1.460
C -6.475 0.941 2.526
C 0.343 2.859 5.847
C -3.118 1.274 -4.545
C 3.918 1.765 -3.340
C 1.859 1.733 -2.145
C -4.339 1.345 3.605
C 1.779 -3.693 4.524
C 2.508 2.294 -1.034
C -4.372 1.351 -5.114
C 6.169 0.725 1.957
C 1.502 -2.338 4.632
C -4.184 1.378 -2.363
C -0.226 0.860 -6.894
C 2.199 -4.215 3.307
C -7.033 0.808 3.783
C -0.156 -1.576 -5.567
C -0.141 -0.320 -7.624
C 1.402 -2.827 -0.909
C -0.221 -0.389 -4.841
C 4.310 -0.592 1.147
C -4.211 1.363 1.318
C 0.483 1.557 -1.741
C 1.636 -1.512 3.524
C 7.040 -0.314 1.675
C 2.178 -3.178 -3.159
C 2.534 3.561 4.192
C -0.105 -1.537 -6.950
C -1.924 1.272 -2.217
C 3.864 2.608 -1.069
C -5.448 1.445 -2.945
C -2.225 -1.681 3.781
C 1.008 2.656 2.289
C 0.296 2.678 4.473
C 2.069 -2.025 2.305
C 3.108 -2.161 -2.988
C -0.251 0.831 -5.511
C -0.150 -0.217 -9.116
C -1.527 -3.714 1.629
C -4.905 1.225 4.870
C 1.375 3.015 3.661
C -2.974 1.597 3.173
C 2.586 3.741 5.564
C 3.190 -1.488 -1.778
C 6.549 -1.497 1.133
C 4.809 0.584 1.696
C -5.530 1.435 -4.321
C -6.256 0.948 4.944
C -3.768 1.414 -0.985
C 1.534 2.393 0.025
C -3.023 1.291 -3.150
C -5.111 1.206 2.450
C 4.559 2.340 -2.230
C 2.574 1.455 -3.313
C 2.352 -3.384 2.205
C 5.195 -1.633 0.874
H 2.691 -3.802 1.265
H -0.502 2.596 6.470
H 5.615 2.571 -2.289
H 0.595 -4.300 -2.239
H 4.348 3.041 -0.204
H -0.484 -3.694 1.955
H 6.543 1.651 2.377
H -6.332 1.506 -2.323
H -8.089 0.590 3.879
H -0.273 1.800 -7.427
H -4.682 -1.249 1.767
H -2.740 -0.756 4.033
H 1.176 -1.922 5.578
H -4.300 1.341 5.760
H -4.251 -2.254 0.378
H -0.149 -2.527 -5.047
H -2.678 -2.487 4.368
H -1.179 -1.589 4.078
H 3.358 3.840 3.548
H -1.558 -3.982 0.570
H -7.065 0.838 1.625
H 1.582 3.538 7.452
H 0.716 -3.080 -0.110
H 2.109 0.990 -4.168
H -0.090 -2.475 -7.494
H -4.643 -3.006 1.936
H -4.467 1.352 -6.192
H 2.125 -3.715 -4.099
H -6.497 1.502 -4.802
H -6.728 0.838 5.913
H 4.133 1.405 1.916
H 4.827 -2.559 0.447
H 1.673 -4.340 5.385
H 4.495 1.550 -4.230
H 3.777 -1.893 -3.798
H -0.315 1.753 -4.949
H -2.048 -4.495 2.192
H 3.474 4.165 6.017
H 2.419 -5.272 3.218
H 0.892 -1.820 -9.183
H 1.399 -0.455 3.609
H 3.910 -0.685 -1.663
H -2.242 1.201 -5.172
H 8.099 -0.209 1.878
H 7.224 -2.315 0.915
```

energy = -226708.485 eV
energy above the lowest of the compared OMol25 structures with the same formula, charge and spin = 0.000 eV
HOMO energy (spin up / spin down) = -6.7 / -6.5 eV
2S+1 = 2
⟨S²⟩ = 1.03